A | 2 unconnected molecules or ions with the total composition C4H9N2O2. Source: the Open Molecules 2025 dataset; level of theory: ωB97M-V/def2-TZVPD.

The geometry in XYZ format:
```
17
Properties=species:S:1:pos:R:3:mulliken_charge:R:1
O -0.921 -1.785 0.647 -0.78
C -0.390 -0.872 -0.058 0.31
N 0.898 -0.602 -0.082 -0.82
C 3.964 0.462 1.868 -0.02
O 4.627 0.754 2.832 -0.45
C -1.271 -0.061 -1.020 0.65
C -1.687 1.292 -0.467 -1.40
N -2.406 -0.911 -1.421 -0.81
H 1.455 -1.296 0.406 0.21
H 2.876 0.434 1.835 0.22
H 4.407 0.448 0.859 0.22
H -0.803 0.172 -1.986 0.16
H -1.013 2.085 -0.733 0.33
H -2.652 1.598 -0.910 0.37
H -1.930 1.199 0.601 0.29
H -2.114 -1.820 -1.720 0.26
H -3.040 -1.097 -0.651 0.27
```

Output
LUMO energy, eV: 3.648
Gap between HOMO and LUMO, eV: 7.1
Charge: -1


B | A gas-phase ion, C4H9N2O2 (charge -1). Source: the Open Molecules 2025 dataset; level of theory: ωB97M-V/def2-TZVPD.

The geometry in XYZ format:
```
17
Properties=species:S:1:pos:R:3:mulliken_charge:R:1
O 2.422 0.574 0.685 -0.68
C 1.608 0.019 -0.036 0.06
N 1.814 -1.195 -0.633 -0.46
C 0.246 0.647 -0.396 0.71
C -0.303 1.352 0.860 -1.36
N -0.629 -0.373 -0.962 -0.75
C -2.030 -0.902 0.011 -0.45
O -2.904 -0.036 0.267 -0.75
H 2.455 -1.810 -0.160 0.24
H 0.876 -1.526 -0.928 0.36
H 0.484 1.425 -1.130 0.22
H -1.365 1.539 0.717 0.40
H 0.218 2.296 1.030 0.33
H -0.179 0.748 1.762 0.31
H -1.146 0.002 -1.749 0.25
H -1.375 -1.281 0.827 0.24
H -2.252 -1.703 -0.709 0.32
```

Output
LUMO energy, eV: 4.060
SMILES: C[C@H](NC[O-])C(N)=O
Gap between HOMO and LUMO, eV: 7.4
Charge: -1


B is preferred energetically. Next in line: 29.6 kJ/mol higher.


A | 4 unconnected molecules or ions with the total composition C12H28N4O4. Source: the Open Molecules 2025 dataset; level of theory: ωB97M-V/def2-TZVPD.

The geometry in XYZ format:
```
48
Properties=species:S:1:pos:R:3:mulliken_charge:R:1
C -2.171 -1.974 -1.837 0.15
O -1.124 -1.327 -1.612 -0.65
N -2.745 -2.401 -3.030 0.23
C -2.015 -2.193 -4.301 -1.06
C -3.935 -3.163 -3.029 -0.97
H -2.796 -2.324 -1.000 0.28
H -2.696 -1.798 -5.055 0.39
H -1.647 -3.151 -4.668 0.37
H -1.263 -1.404 -4.277 0.29
H -4.423 -3.048 -3.997 0.30
H -3.673 -4.221 -3.007 0.38
H -4.705 -2.976 -2.281 0.33
C 0.091 -0.168 3.635 0.10
O 1.141 0.134 4.209 -0.56
N -0.067 -0.416 2.230 0.10
C 0.952 -0.277 1.172 -0.50
C -1.319 -1.104 1.855 -0.53
H -0.886 -0.319 4.119 0.28
H 1.689 0.451 1.510 0.15
H 0.481 0.126 0.275 0.07
H 1.229 -1.323 1.043 0.32
H -1.591 -0.759 0.857 -0.13
H -1.227 -2.180 1.708 0.33
H -2.118 -1.134 2.596 0.35
C 4.371 1.757 2.498 0.15
O 4.612 1.739 1.275 -0.62
N 5.053 0.979 3.400 0.10
C 4.782 1.015 4.835 -0.92
C 6.425 0.494 3.040 -0.95
H 3.534 2.309 2.952 0.34
H 4.448 0.071 5.266 0.24
H 4.016 1.715 5.168 0.34
H 5.682 1.459 5.261 0.36
H 6.661 0.457 1.976 0.31
H 7.210 1.043 3.559 0.32
H 6.455 -0.558 3.323 0.35
C -3.660 2.912 -2.431 0.19
O -4.284 3.114 -3.449 -0.63
N -2.566 2.240 -2.507 0.12
C -1.997 1.726 -3.725 -0.87
C -1.802 1.791 -1.262 -0.85
H -3.909 3.260 -1.417 0.30
H -2.456 0.794 -4.053 0.16
H -0.981 1.404 -3.498 0.37
H -2.009 2.339 -4.627 0.37
H -2.271 1.957 -0.292 0.36
H -1.693 0.709 -1.186 0.10
H -0.803 2.225 -1.221 0.34
```

Output
LUMO energy, eV: 0.437
SMILES: CN(C)C=O.CN(C)C=O.CN(C)C=O.CN(C)C=O
Gap between HOMO and LUMO, eV: 9.5


B | A molecular structure, C12H28N4O4. Source: the Open Molecules 2025 dataset; level of theory: ωB97M-V/def2-TZVPD.

The geometry in XYZ format:
```
48
Properties=species:S:1:pos:R:3:mulliken_charge:R:1
C -2.361 -1.659 0.376 0.03
O -2.622 -2.486 -0.491 -0.62
N -1.227 -1.530 0.996 0.40
C -1.103 -0.381 1.934 -0.57
C -0.144 -2.524 0.862 -1.03
H -3.174 -1.017 0.748 0.39
H -1.028 -0.766 2.951 0.42
H -1.833 0.397 1.712 0.27
H -0.139 0.114 1.822 -0.14
H 0.508 -2.521 1.736 0.53
H -0.592 -3.508 0.732 0.32
H 0.344 -2.210 -0.061 0.38
C -0.823 1.907 0.475 -0.53
O -1.751 1.362 1.047 -0.37
N 0.342 2.239 1.054 0.01
C 1.278 3.034 0.214 -1.37
C 0.473 2.029 2.513 -0.72
H -0.784 2.008 -0.621 0.64
H 2.263 2.569 0.238 0.49
H 1.428 3.997 0.702 0.39
H 1.051 3.020 -0.852 0.30
H 0.156 0.992 2.619 0.59
H 1.515 1.924 2.816 0.36
H -0.132 2.688 3.134 0.37
C 2.512 -1.618 0.926 -0.14
O 1.949 -1.909 1.984 -0.65
N 2.120 -0.607 0.172 0.46
C 0.979 0.193 0.431 0.12
C 2.831 -0.298 -1.081 -0.89
H 3.439 -2.086 0.561 0.33
H 0.072 -0.132 -0.078 -0.75
H 1.280 1.209 0.175 -0.03
H 0.641 0.159 1.467 -0.05
H 2.745 0.735 -1.416 0.25
H 3.895 -0.533 -1.071 0.36
H 2.305 -0.869 -1.847 0.37
C -2.424 -1.413 -2.682 0.04
O -3.182 -1.168 -3.602 -0.67
N -1.519 -0.554 -2.246 0.08
C -0.567 -0.720 -1.180 0.60
C -1.349 0.748 -2.950 -0.86
H -2.629 -2.258 -2.006 0.55
H -1.046 -1.109 -0.282 -0.84
H -0.206 0.267 -0.891 0.02
H 0.306 -1.284 -1.507 0.08
H -0.922 1.560 -2.361 0.30
H -0.663 0.753 -3.797 0.37
H -2.212 1.260 -3.376 0.38
```

Output
LUMO energy, eV: 0.128
Gap between HOMO and LUMO, eV: 8.1


A is preferred energetically. Next in line: 1437.6 kJ/mol higher.